(1)
The following is a quantum chemistry calculation of a molecular structure, C23H42BeN2O3P2, from OMol25.

```
73
Properties=species:S:1:pos:R:3:forces:R:3:mulliken_charge:R:1
P 0.042 1.751 -6.447 0.0 0.5 -0.5 0.83
P 0.168 -1.354 -6.549 -0.1 -0.5 -0.6 0.75
O -1.304 1.623 1.823 1.6 -0.4 0.5 -0.69
O 2.561 2.586 4.482 -0.7 -0.4 -0.9 -0.66
O 2.870 0.515 0.474 -0.4 0.1 0.4 -0.67
N 0.766 0.993 1.191 0.6 -0.2 -0.2 0.52
N 2.633 1.718 2.408 0.1 -0.2 -0.1 0.00
C 0.614 1.758 -1.681 0.1 0.2 -0.3 -0.80
C -1.503 0.806 -2.664 -0.2 -0.2 -0.6 0.16
C -1.823 -0.629 -2.177 -0.6 0.7 0.3 -1.13
C -0.152 3.370 3.896 0.3 0.3 -0.1 -1.11
C 1.718 -2.170 -7.115 0.1 0.0 0.2 -1.41
C 1.595 0.928 -2.471 0.7 0.4 -0.3 -0.58
C 1.936 2.117 3.538 0.3 0.2 0.9 -0.22
C 0.392 1.969 3.545 0.5 0.0 -1.0 2.19
C -1.645 3.493 4.115 -0.3 0.0 -0.2 -1.28
C -0.794 -1.291 -1.321 1.6 -1.3 -1.4 -0.23
C -0.710 1.608 -1.683 -0.3 0.4 0.6 -0.23
C -0.063 0.895 4.567 0.0 -0.3 -0.3 -0.77
C -0.103 1.532 2.118 -1.2 0.1 -0.1 -0.30
C -0.947 -2.784 -6.821 0.0 -0.1 0.1 -1.37
C 0.080 -1.681 1.391 0.1 -0.1 -0.5 -1.29
C 1.143 3.194 -6.704 0.0 0.1 0.1 -1.44
C 0.577 -1.180 -1.519 -1.6 -1.1 -1.5 -0.10
C 1.164 -0.519 -2.752 0.1 0.4 -0.2 -0.12
C 0.333 1.152 6.016 0.2 0.0 0.1 -1.33
C 2.129 1.039 1.304 -0.8 0.2 0.4 0.29
C -1.543 2.606 -6.837 0.0 0.0 0.2 -1.46
C 0.295 0.972 -8.129 0.0 0.1 0.3 -1.12
C -0.212 -0.469 -8.154 0.0 -0.1 0.3 -1.08
Be 0.390 -0.412 0.270 0.1 0.5 1.9 -0.23
H -0.030 0.333 6.645 0.0 0.1 -0.1 0.43
H -0.952 -1.612 1.730 -0.3 0.0 0.2 0.26
H 1.985 -2.932 -6.372 0.2 0.1 -0.2 0.38
H -0.733 -3.525 -6.043 -0.2 0.0 -0.2 0.39
H 2.180 2.841 -6.710 -0.1 0.2 0.0 0.37
H -1.314 2.022 -0.852 0.5 0.2 -0.6 0.30
H -2.470 1.312 -2.813 0.3 -0.1 0.0 0.59
H -0.784 -3.226 -7.813 -0.1 0.0 0.2 0.39
H 1.374 1.022 -8.342 -0.3 -0.1 0.0 0.44
H -2.045 -1.252 -3.064 0.3 0.0 0.4 0.35
H -0.087 2.086 6.407 0.1 -0.1 -0.1 0.29
H 0.127 4.033 3.064 0.0 0.0 0.2 0.45
H 2.518 -1.424 -7.180 0.0 -0.2 0.0 0.34
H -2.351 1.867 -6.891 0.0 0.2 0.0 0.34
H -1.880 4.542 4.322 0.0 -0.1 0.0 0.44
H 2.501 0.858 -1.843 -0.3 0.2 -0.3 0.39
H -1.453 3.140 -7.792 -0.1 -0.1 0.2 0.44
H -1.156 0.814 4.490 0.3 0.0 -0.1 0.48
H -2.016 2.891 4.951 0.1 0.1 -0.1 0.27
H 1.263 -1.933 -1.086 -0.6 0.6 0.5 0.44
H 1.897 1.414 -3.419 -0.1 -0.1 0.3 0.40
H -1.982 -2.439 -6.725 0.1 -0.2 0.0 0.35
H 0.720 -1.708 2.270 0.1 0.1 0.2 0.39
H -0.238 1.590 -8.865 0.3 -0.1 0.0 0.46
H 0.392 3.734 4.774 0.0 -0.1 -0.1 0.50
H 0.184 -2.637 0.881 -0.1 -0.5 0.1 0.42
H -1.749 3.318 -6.029 -0.2 -0.1 -0.2 0.37
H 1.423 1.195 6.109 -0.2 0.1 0.1 0.30
H 0.340 -0.080 4.251 -0.1 0.2 0.0 0.22
H 0.909 3.701 -7.650 0.2 0.0 0.2 0.40
H 1.082 2.499 -1.025 -0.3 -0.5 0.0 0.50
H -1.304 -0.508 -8.285 0.3 0.1 0.0 0.44
H 3.642 1.749 2.472 0.0 0.1 0.1 0.31
H 0.513 -0.576 -3.641 0.0 0.0 0.6 -0.59
H -1.031 0.774 -3.660 0.0 0.1 0.5 -0.52
H 1.557 -2.641 -8.094 0.2 0.1 0.2 0.41
H 0.260 -1.039 -8.967 -0.3 0.1 0.1 0.47
H -1.200 -2.120 -0.722 0.5 0.7 0.3 0.66
H 2.069 -1.083 -3.034 -0.3 0.1 0.2 0.56
H -2.157 3.183 3.200 -0.1 0.1 0.3 0.26
H 0.993 3.883 -5.865 0.2 0.0 -0.2 0.39
H -2.763 -0.581 -1.604 0.3 -0.2 -0.1 0.40
```
Positions in Å, forces in eV/Å.

Results
F_max, eV Å⁻¹: 2.49
LUMO level, eV: -0.288
Energy, a.u.: -1934.301575
Highest occupied orbital energy, eV: -8.11



(2)
The following is a quantum chemistry calculation of a molecular structure, C23H42BrN11OSi2, from OMol25.

```
80
Properties=species:S:1:pos:R:3:forces:R:3:mulliken_charge:R:1
Br -2.829 0.022 -0.971 0.3 0.9 -0.1 -0.26
Si 4.524 2.569 -0.816 0.0 -0.4 0.9 0.35
Si 1.965 2.690 -2.148 -1.2 0.9 1.9 0.42
O 2.814 2.652 -0.646 1.3 -0.6 -2.1 -0.14
N -3.741 -3.802 7.062 1.1 -0.9 1.0 -0.46
N -3.820 -8.690 1.999 1.6 -1.3 0.3 -0.49
N 0.619 -5.226 0.402 -1.1 1.3 -0.5 -0.41
N -4.549 -3.783 0.251 0.5 -1.6 0.3 -0.49
N 5.166 0.912 -0.868 -1.0 0.6 -0.4 -0.60
N 6.825 4.767 -2.767 0.2 -0.5 -1.7 -0.40
N 3.555 3.355 -5.379 -1.0 1.3 -0.6 -0.41
N 6.943 8.723 1.255 0.8 -1.1 -1.1 -0.38
N -2.181 5.521 -0.937 0.7 0.9 1.4 -0.42
N -8.752 0.449 -1.130 1.6 -0.8 0.1 -0.38
N -3.472 -7.316 5.359 -1.4 1.8 -0.7 -0.43
C -2.779 -9.196 2.093 -0.7 0.3 0.0 0.43
C -0.514 1.901 -0.764 -1.7 0.7 -0.7 -0.44
C -1.107 6.851 1.092 -0.3 -0.4 -0.6 -0.78
C 6.845 3.823 -5.245 0.0 0.2 0.7 -0.77
C -2.040 -5.214 8.524 -0.5 0.4 -0.4 -0.79
C -4.215 -4.881 0.437 -0.2 0.8 -0.2 0.38
C -3.778 -6.288 0.676 -0.3 1.2 -0.3 -0.45
C -4.185 -6.460 5.007 0.9 -1.0 0.5 0.37
C -5.094 -5.359 4.577 0.4 -0.6 0.1 -0.55
C -6.391 -0.742 -0.907 -0.8 0.4 0.0 -0.37
C -7.718 -0.073 -1.033 -0.7 0.3 -0.1 0.13
C -1.710 6.104 -0.048 -0.3 -0.4 -0.6 0.42
C -2.101 1.894 -1.036 0.2 0.8 0.4 -0.53
C 7.477 8.016 0.502 -0.3 0.5 0.5 0.26
C 8.162 7.110 -0.464 -0.4 0.5 0.5 -0.50
C -0.069 -4.358 0.047 0.5 -0.6 0.2 0.20
C -0.954 -3.248 -0.409 0.5 -0.6 0.2 -0.41
C -1.442 -9.843 2.213 -0.7 0.3 0.0 -0.82
C 6.834 4.355 -3.853 0.0 0.3 0.7 0.38
C 1.972 5.322 -6.190 0.5 -0.6 0.3 -0.83
C 0.114 3.023 -1.709 0.2 0.0 0.7 -0.34
C 2.862 4.217 -5.734 0.5 -0.6 0.2 0.40
C -2.997 -4.421 7.703 -0.4 0.4 -0.4 0.39
H -0.745 -9.163 2.701 -0.1 0.0 0.0 0.27
H -1.452 -5.866 7.878 -0.1 0.1 0.0 0.27
H -0.620 -2.880 -1.379 0.0 0.0 0.1 0.28
H -1.525 -10.755 2.804 -0.1 0.1 0.0 0.31
H -1.369 -4.544 9.061 -0.1 0.0 -0.1 0.31
H 2.424 3.862 -2.900 0.2 0.0 -0.1 -0.20
H 5.042 3.327 -1.975 -0.6 -0.1 -0.1 -0.12
H 6.080 0.852 -1.321 -0.4 -0.1 0.1 0.23
H -2.668 2.473 -0.240 0.7 -0.9 -1.0 0.36
H 4.515 0.245 -1.299 0.6 0.2 0.2 0.26
H 7.800 3.335 -5.446 0.0 0.1 0.1 0.30
H -5.065 -4.551 5.308 0.1 -0.1 0.0 0.29
H 0.002 4.006 -1.143 0.3 -1.1 -0.9 -0.11
H 7.425 6.629 -1.108 0.1 0.0 0.1 0.12
H -1.980 -3.607 -0.498 0.1 0.1 0.0 0.06
H 6.706 4.640 -5.954 0.0 0.0 0.1 0.25
H -2.587 -5.824 9.243 0.0 0.1 -0.1 0.26
H -0.108 6.466 1.300 -0.1 0.0 -0.1 0.27
H -2.358 2.376 -2.030 0.3 -1.0 1.1 0.38
H -4.367 -6.968 0.061 0.0 0.1 0.1 0.31
H 8.716 6.343 0.077 -0.1 0.1 0.0 0.25
H -1.727 6.732 1.981 0.0 0.0 -0.1 0.27
H 5.145 3.215 0.364 -0.3 0.0 0.0 -0.17
H -5.682 -0.073 -0.417 -0.1 -0.1 -0.1 0.11
H -6.489 -1.652 -0.315 0.0 0.1 -0.1 0.23
H -6.011 -1.000 -1.895 0.0 0.0 0.1 0.27
H -0.398 2.229 0.311 0.3 -0.8 -1.2 0.21
H 6.040 3.101 -5.370 0.0 0.1 0.1 0.27
H -4.776 -4.973 3.607 0.0 0.0 0.1 0.07
H -0.472 3.160 -2.668 0.6 -0.3 1.0 0.35
H -0.925 -2.431 0.312 0.0 -0.1 0.0 0.23
H 1.998 6.139 -5.469 0.0 -0.1 0.0 0.27
H 2.306 5.690 -7.160 0.0 -0.1 0.1 0.33
H 0.948 4.958 -6.280 0.1 0.0 0.0 0.28
H -6.115 -5.731 4.495 0.1 -0.1 0.0 0.27
H 2.091 1.453 -2.941 0.2 -0.1 0.1 -0.13
H -1.062 -10.094 1.222 -0.1 0.0 0.1 0.29
H -1.037 7.910 0.845 0.0 -0.1 0.0 0.28
H 8.855 7.682 -1.080 -0.1 0.0 0.1 0.27
H -2.724 -6.397 0.419 0.0 0.1 0.0 0.27
H -0.150 0.856 -0.967 0.0 1.2 0.4 0.36
H -3.917 -6.545 1.723 0.0 0.1 -0.2 0.05
```
Positions in Å, forces in eV/Å.

Results
F_max, eV Å⁻¹: 2.56
LUMO level, eV: 0.282
Energy, a.u.: -4732.117349
Highest occupied orbital energy, eV: -9.58



(3)
The following is a quantum chemistry calculation of 2 unconnected molecules or ions with the total composition C23H42ClOSi4, from OMol25.

```
71
Properties=species:S:1:pos:R:3:forces:R:3:mulliken_charge:R:1
Cl -1.122 -7.487 0.610 0.1 0.2 0.0 -0.14
Si -1.383 0.584 -2.351 -0.3 -0.3 -0.5 0.50
Si -1.203 0.691 1.510 -0.3 -0.3 0.7 0.76
Si -2.224 3.799 -0.587 -0.6 0.7 0.1 0.51
Si -0.904 1.888 -0.487 -0.4 0.1 -0.4 0.08
O 0.661 2.452 -0.759 1.3 0.0 0.9 -0.66
C -2.011 4.797 -2.150 0.3 -0.4 -0.1 -1.20
C -1.838 4.987 0.799 0.3 -0.3 0.1 -1.11
C 0.441 -5.616 1.760 -0.3 -0.2 0.1 -1.01
C 0.548 -5.788 -0.648 -0.4 -0.3 -0.1 -0.99
C -1.139 1.470 -3.976 0.2 0.2 0.3 -1.21
C 1.992 -4.231 0.516 -0.4 -0.3 0.0 0.95
C 0.015 -6.208 0.571 0.3 0.1 -0.1 0.42
C -0.295 -0.930 -2.446 0.2 0.0 0.3 -0.90
C 1.880 3.215 1.234 -0.2 0.4 0.1 -1.26
C 1.517 -4.825 -0.679 0.3 0.3 0.3 -0.29
C -1.864 -1.029 1.210 0.1 0.1 -0.4 -1.01
C 1.397 -4.638 1.737 0.3 0.3 -0.4 -0.20
C 1.662 2.203 0.167 0.3 -0.7 -0.4 0.87
C -4.054 3.438 -0.482 0.2 -0.4 0.0 -1.08
C -3.151 -0.017 -2.384 0.1 0.2 0.4 -1.07
C 0.274 0.439 2.626 0.2 0.1 -0.2 -0.55
C 4.897 -2.172 -0.307 -0.6 -0.2 1.0 -0.34
C 3.580 -2.536 1.671 0.2 -0.2 -0.3 -0.45
C -2.500 1.484 2.595 0.1 0.2 -0.3 -1.10
C 3.063 -3.309 0.488 0.4 0.4 0.3 0.93
C 3.881 -3.004 -0.634 -0.1 -0.2 -0.4 -0.89
C 2.409 1.095 0.102 -0.6 0.5 -0.3 -0.87
C 4.859 -1.848 1.153 -0.1 0.2 0.0 -0.83
H -4.287 2.872 0.415 -0.2 -0.1 0.1 0.27
H -0.129 1.864 -4.047 0.1 0.1 -0.2 0.32
H -1.168 -1.614 0.616 0.0 -0.2 -0.1 0.12
H 0.185 -6.237 -1.556 0.0 -0.1 -0.2 0.44
H -2.819 -0.981 0.694 -0.1 -0.2 -0.1 0.26
H -3.291 -0.673 -3.239 -0.1 -0.1 -0.1 0.41
H -0.573 -1.517 -3.318 0.0 -0.1 -0.2 0.48
H -0.406 -1.547 -1.559 0.0 -0.2 0.2 0.05
H -3.392 -0.565 -1.478 -0.2 -0.1 0.1 0.28
H -0.804 5.315 0.731 0.2 0.2 0.1 0.31
H -2.487 5.855 0.717 -0.1 0.2 0.0 0.42
H 0.016 -5.957 2.687 -0.1 0.0 0.2 0.44
H -2.619 0.894 3.500 0.0 -0.1 0.1 0.40
H 2.834 -1.807 2.006 0.0 -0.1 -0.1 0.05
H 1.930 -4.512 -1.623 0.0 0.0 -0.2 0.33
H -4.602 4.376 -0.460 -0.1 0.1 0.0 0.42
H 5.747 -2.253 1.653 0.0 0.2 -0.1 0.39
H -2.012 -1.526 2.165 0.0 -0.1 0.2 0.41
H -0.966 5.057 -2.295 0.1 0.1 -0.2 0.32
H -2.209 2.494 2.871 -0.1 0.2 0.1 0.26
H 2.517 2.825 2.029 0.0 0.0 -0.1 0.37
H -1.303 0.768 -4.789 0.0 -0.1 -0.1 0.38
H 2.232 0.368 -0.662 0.0 -0.3 -0.4 0.25
H 1.730 -4.193 2.657 0.0 0.0 0.2 0.40
H -2.359 4.239 -3.014 0.0 0.0 -0.2 0.29
H 3.194 0.915 0.808 0.2 0.1 0.3 0.18
H -4.375 2.866 -1.349 -0.2 -0.1 -0.1 0.32
H -3.454 1.519 2.076 -0.2 0.1 0.0 0.26
H -1.995 4.521 1.766 0.0 0.1 0.2 0.29
H 0.746 -0.636 -2.540 0.2 0.0 0.0 0.28
H 1.060 -0.090 2.097 0.2 0.0 0.0 -0.36
H -1.845 2.288 -4.076 0.0 0.1 -0.1 0.29
H 5.645 -1.822 -0.999 0.2 0.1 0.0 0.47
H 3.779 -3.203 2.515 0.0 0.1 -0.1 0.52
H -0.025 -0.151 3.488 -0.2 -0.1 0.2 0.48
H -3.832 0.825 -2.475 -0.2 0.0 0.0 0.30
H 0.927 3.508 1.676 -0.1 0.1 0.0 0.24
H 2.353 4.110 0.830 -0.1 0.1 -0.1 0.34
H 4.852 -0.764 1.322 0.1 -0.2 0.0 0.33
H 0.661 1.392 2.974 0.2 0.1 0.1 0.31
H -2.595 5.709 -2.067 -0.1 0.1 0.0 0.38
H 3.755 -3.436 -1.609 -0.1 0.0 -0.2 0.46
```
Positions in Å, forces in eV/Å.

Results
F_max, eV Å⁻¹: 1.63
Charge: +1
LUMO level, eV: -5.661
Energy, a.u.: -2594.822974
Highest occupied orbital energy, eV: -10.41



Number 1: HOMO-LUMO gap 7.8177 eV. Number 2: HOMO-LUMO gap 9.8654 eV. Number 3: HOMO-LUMO gap 4.7472 eV.